106
Properties=species:S:1:pos:R:3:forces:R:3:mulliken_charge:R:1 method="wB97M-V/def2-TZVPD" e_tot_ev=-93644.46590 e_above_lowest_kcal_mol=13.3 homo_energy_ev=-7.04
Te -0.5633 2.7109 -0.4942 -0.9 0.6 -1.0 -0.12
S -2.4163 1.7693 2.4565 0.5 0.3 0.1 -0.25
Si 2.0586 3.6949 1.8923 -0.4 0.8 0.7 -0.15
Mg 1.1730 0.7741 0.4399 0.2 1.0 0.5 -0.26
O 2.8669 -0.2142 0.2120 0.7 -0.1 -0.1 0.37
O -2.5953 -1.4812 3.6498 0.2 -0.1 0.0 -0.90
O 0.2777 -0.6356 1.1026 -0.5 -1.0 1.0 0.14
N -4.4162 0.0798 2.2907 0.1 0.4 0.0 0.04
N 0.6459 0.1370 -1.4281 -0.4 -0.5 -0.3 0.83
N 2.4052 2.2686 0.9870 -0.8 0.3 0.2 0.77
C -0.9830 -1.2790 -5.4168 -0.1 0.0 -0.1 -0.91
C -0.2725 -1.8281 3.5971 0.2 -0.1 0.5 0.07
C 0.3950 -2.6148 -3.4199 0.0 0.1 0.0 0.16
C 0.7088 2.4257 -2.2366 0.1 0.2 0.0 -1.77
C -0.8814 -0.7117 -4.1560 0.0 -0.1 0.2 0.62
C 0.3633 3.4490 2.7120 0.5 0.1 -0.5 -0.58
C 3.9507 0.6644 0.1531 1.0 0.4 -0.1 1.06
C -0.0946 -0.8544 -1.7573 0.2 0.2 -0.3 1.00
C 1.8025 -3.0040 3.8663 0.0 -0.1 0.1 -0.67
C -5.9415 1.6523 0.6607 0.0 -0.1 0.2 -0.13
C 4.7228 2.8942 0.4753 -0.1 -0.1 -0.1 -0.39
C 0.6362 -2.7879 3.1553 -0.2 0.1 0.1 0.22
C 3.5877 -3.1983 -1.7992 0.1 0.1 0.0 -0.76
C 3.6581 1.9846 0.5579 0.5 -0.3 -0.3 0.11
C 5.2129 0.2703 -0.2363 0.0 -0.3 0.0 -0.95
C -2.5834 2.6390 -2.7935 0.2 0.2 0.1 -0.59
C 6.2432 1.1970 -0.2874 0.0 0.1 0.0 -1.01
C 0.3000 -3.1701 -4.6833 0.0 0.0 -0.1 -0.88
C -1.9904 -2.3019 -1.1934 0.1 0.2 0.2 -0.77
C -4.1077 -3.6117 -0.8264 0.1 0.0 -0.1 -1.75
C -6.3760 0.3537 1.0132 0.0 0.0 0.0 -0.89
C 3.6935 -4.1534 -0.8015 0.0 -0.1 0.0 -0.72
C -2.7960 -2.5301 1.0220 0.3 0.0 -0.1 -0.47
C -0.3979 -2.5073 -5.6817 0.0 0.1 -0.1 -0.68
C -2.2378 1.9718 -1.6208 0.1 0.1 0.2 0.23
C -0.9130 -1.5207 -0.7625 -0.1 -0.5 0.5 0.22
C -1.5959 -1.6753 2.9623 -0.1 0.1 0.0 -0.08
C 3.3104 -1.8796 -1.4796 -0.2 0.4 0.1 0.39
C 3.1939 -2.4789 0.8452 0.0 0.5 0.0 0.08
C -3.0066 0.8906 -1.2158 0.3 0.0 0.2 0.71
C -3.6510 2.2116 -3.5614 0.0 0.1 -0.1 -0.77
C 2.0754 -2.2601 5.0027 0.1 0.0 0.0 -0.39
C 3.2595 4.0434 3.3410 -0.2 -0.3 -0.7 -1.33
C -0.7027 -1.3022 0.6385 -0.8 -0.5 -0.2 -0.27
C 3.1126 -1.5171 -0.1511 0.1 -1.3 -0.3 -0.96
C 3.4903 -3.7910 0.5200 0.0 0.0 -0.1 -0.73
C 1.2980 1.0113 -2.3533 0.3 0.0 -0.6 -0.42
C 5.9790 2.5104 0.0562 0.3 -0.1 0.0 -1.23
C -4.4058 1.1231 -3.1530 0.0 -0.1 0.0 -1.03
C -1.6893 -1.8532 1.5076 -0.1 0.1 -0.2 1.47
C -5.5916 -0.3888 1.8418 -0.4 -0.1 -0.3 -0.28
C -2.9469 -2.8034 -0.3278 -0.1 0.0 0.1 0.53
C 1.9547 5.3112 0.8484 0.1 -0.7 0.2 -1.10
C 0.0098 -1.0789 4.7366 -0.2 0.0 -0.2 -0.39
C -4.0846 0.4695 -1.9771 0.0 -0.1 -0.1 -1.12
C -3.9274 1.3108 1.9534 -0.1 -0.1 0.1 0.37
C -4.7603 2.1249 1.1379 -0.2 0.0 0.0 -0.79
C -0.1946 -1.3814 -3.1485 0.1 0.0 -0.3 -1.82
C 1.1822 -1.2936 5.4341 0.0 0.1 0.1 -0.88
H 1.2253 0.6538 -3.3892 0.2 0.1 0.1 0.80
H -2.0107 3.5060 -3.1047 0.0 0.0 0.0 0.49
H -4.4045 3.1166 0.9089 0.1 0.0 -0.1 0.41
H 3.0973 3.3417 4.1520 -0.1 -0.2 0.1 0.33
H 3.2745 -1.1259 -2.2555 0.0 0.0 0.0 0.34
H 0.1128 2.6569 -3.1180 -0.1 0.1 0.1 0.66
H 5.4141 -0.7606 -0.4941 0.0 0.0 0.0 0.39
H -1.3690 0.2291 -3.9378 0.0 0.1 0.0 0.30
H -0.4367 3.9123 2.1366 -0.1 0.0 0.1 0.41
H -2.7612 0.3727 -0.3006 0.0 -0.1 0.1 0.40
H -0.4921 -2.9456 -6.6661 0.0 0.0 0.0 0.39
H -3.9022 2.7344 -4.4733 0.0 0.1 -0.1 0.41
H -7.3167 -0.0242 0.6521 -0.1 -0.1 0.0 0.44
H 2.5030 -3.7619 3.5455 0.0 -0.1 0.0 0.44
H -5.2446 0.7915 -3.7467 -0.1 0.0 -0.1 0.45
H 2.8586 5.5060 0.2791 0.2 0.0 -0.1 0.36
H -4.6976 -3.9837 0.0077 -0.1 0.0 0.0 0.40
H 2.9862 -2.4374 5.5541 0.1 0.0 0.1 0.44
H -3.7606 -4.4661 -1.4043 0.0 -0.1 -0.1 0.37
H -4.7503 -3.0176 -1.4754 -0.1 0.0 0.0 0.29
H -1.5380 -0.7735 -6.1941 0.0 0.1 0.0 0.45
H 3.0356 -2.1676 1.8649 0.0 0.0 0.1 0.90
H 0.3380 3.8921 3.7021 0.1 0.1 0.2 0.62
H -6.5486 2.2612 0.0075 -0.1 0.1 0.0 0.44
H 1.3920 -0.7227 6.3259 0.0 0.1 0.1 0.44
H -5.8653 -1.3802 2.1692 0.0 -0.1 0.0 0.47
H 3.0898 5.0407 3.7338 -0.1 0.2 0.0 0.38
H 0.1336 2.3901 2.8186 0.0 -0.1 0.1 -0.23
H 0.4210 -3.3729 2.2721 0.0 0.0 -0.1 0.29
H 3.7544 -3.4641 -2.8333 0.0 0.0 -0.1 0.45
H -0.7013 -0.3270 5.0475 -0.1 0.0 0.1 0.48
H 3.9406 -5.1735 -1.0534 0.0 -0.1 0.0 0.42
H 7.2335 0.8853 -0.5795 0.1 0.0 -0.1 0.43
H -3.8105 -0.5107 2.8878 0.0 0.0 -0.2 0.22
H -4.6732 -0.3736 -1.6457 0.0 -0.1 0.1 0.54
H 0.7641 -4.1235 -4.8943 0.0 -0.1 0.0 0.45
H 3.5991 -4.5290 1.3005 -0.1 -0.1 0.1 0.42
H 1.1217 5.2812 0.1456 -0.1 0.0 -0.1 0.22
H 1.7943 6.1650 1.5005 -0.1 0.1 0.2 0.42
H 1.5091 3.1573 -2.1571 0.0 0.1 0.0 0.63
H 0.9191 -3.1345 -2.6314 0.0 -0.1 0.1 0.58
H -3.5278 -2.8781 1.7398 -0.1 -0.1 0.0 0.56
H 4.3026 3.9750 3.0582 0.3 0.0 -0.1 0.40
H 6.7689 3.2437 0.0138 0.1 0.1 0.0 0.40
H 2.3554 1.0596 -2.0703 0.0 0.0 -0.1 -0.02
H -2.1192 -2.4739 -2.2527 0.0 0.0 -0.1 0.56
H 4.5403 3.9197 0.7464 0.0 0.2 0.0 0.33

15
Properties=species:S:1:pos:R:3:forces:R:3:mulliken_charge:R:1 method="wB97M-V/def2-TZVPD" e_tot_ev=-10775.24798 e_above_lowest_kcal_mol=103.8 homo_energy_ev=-7.15
O 0.1791 1.9079 -0.2063 0.8 7.3 -2.2 -0.59
N 1.8217 0.4094 0.3830 -0.1 10.1 1.2 -0.48
N -1.6241 -0.5367 -0.5366 0.5 1.0 0.1 -0.53
N 0.6895 -1.4238 -0.3044 2.6 -2.0 2.0 -0.03
C 0.5825 0.7091 -0.0104 -2.2 -2.6 -1.1 0.49
C -2.5156 -0.0491 0.6612 2.8 0.6 -1.4 -0.64
C -0.1727 -0.4624 -0.3057 -4.2 5.9 -0.8 0.02
C 1.8004 -0.7439 0.2981 4.2 -18.2 0.1 -0.20
H -3.4924 -0.5048 0.3819 0.4 1.2 0.6 0.29
H 0.5318 -2.4158 -0.5333 0.3 1.0 0.8 0.24
H -2.0936 -0.5353 1.5550 -0.4 0.2 -0.2 0.25
H -2.2808 1.1302 0.7324 -1.5 -2.6 0.1 0.24
H 0.9091 2.6049 -0.7107 -2.9 -3.5 2.2 0.38
H 2.4963 -1.5721 0.8320 -0.9 2.3 -1.6 0.23
H -1.8814 0.1654 -1.2606 0.6 -0.9 0.4 0.32

65
Properties=species:S:1:pos:R:3:forces:R:3:mulliken_spin:R:1 method="wB97M-V/def2-TZVPD" e_tot_ev=-76215.76716 s_squared=2.021 homo_energy_ev="-6.39 / -7.98" spin_multiplicity=3
V -12.7241 8.5623 5.6902 -0.7 -1.0 0.8 1.98
Cl -15.6046 6.3410 7.0864 0.8 0.6 -0.9 0.00
O -13.9824 10.4841 5.8259 -0.3 0.6 0.7 0.00
O -14.3883 7.1402 6.7728 -0.5 -0.1 -0.1 0.03
O -16.5190 6.4332 5.9559 0.6 0.0 0.2 0.00
O -10.4735 9.4174 11.1647 0.2 1.5 -0.4 0.00
O -16.2195 6.8709 8.2471 -0.3 0.6 0.7 0.00
O -11.7489 9.2777 6.7014 1.2 1.2 0.5 -0.12
O -11.7824 10.1842 4.1190 0.0 -0.2 -0.5 0.00
O -15.1800 5.0042 7.3258 0.0 -0.6 -0.3 0.00
O -11.3914 6.7691 6.9912 0.7 -1.0 -0.9 0.00
N -11.4875 7.2922 4.3452 1.8 0.5 -2.1 0.02
N -13.4698 9.1427 8.9682 -0.4 -0.3 -1.2 0.00
N -14.3822 8.2388 4.0919 -0.5 0.1 -0.1 0.03
C -15.1988 9.4543 4.0185 -0.9 0.1 -0.5 0.00
C -10.1392 7.1322 4.9359 -0.6 -0.2 0.6 0.00
C -16.6130 9.0736 3.4667 0.4 1.2 1.0 0.00
C -9.1252 8.9692 11.1589 -1.3 -0.8 1.4 0.00
C -11.6451 5.8671 8.0550 0.5 -0.1 0.4 0.00
C -10.3712 6.2277 6.1032 0.3 0.6 2.0 0.01
C -11.7422 11.5912 3.8689 -0.3 -0.6 -1.2 0.01
C -11.3403 7.9771 3.0343 0.2 1.0 0.6 0.02
C -11.1813 9.0292 10.0224 -1.8 -0.4 -0.5 0.00
C -13.2809 10.0420 11.1880 1.5 0.5 -0.1 0.00
C -12.5333 9.8097 9.8168 0.2 0.0 2.2 0.00
C -13.9609 11.5569 6.8160 -0.3 -0.8 -0.1 0.01
C -10.9950 9.4908 3.1549 -1.2 -0.5 -0.2 0.00
C -15.2857 10.2264 5.3552 -0.6 0.0 -1.6 0.02
H -14.3526 9.6070 9.1266 -0.3 0.0 -0.3 0.00
H -9.9487 9.7247 3.3517 0.2 -0.4 -0.1 -0.01
H -9.4269 6.6591 4.2599 -0.1 -0.3 -0.3 0.00
H -12.2331 7.7474 2.4528 -0.2 0.7 0.1 0.00
H -16.6146 8.5198 2.5278 0.3 0.0 0.1 0.00
H -10.8366 5.9303 8.7833 0.4 -0.1 0.0 0.00
H -15.7922 11.1478 5.0678 0.0 0.4 0.2 0.00
H -14.7375 11.3531 7.5532 -0.1 0.1 0.0 0.00
H -8.4630 9.2908 10.3551 -0.3 0.1 -0.2 0.00
H -11.6216 6.3472 4.0149 -1.0 -0.5 0.5 0.01
H -8.7546 9.2686 12.1393 0.4 0.1 -0.2 0.00
H -9.4022 6.2148 6.6021 0.1 -0.4 0.6 0.00
H -9.2695 7.8903 11.2162 1.0 -0.4 -0.4 0.00
H -11.5584 8.0148 10.1518 0.4 -0.7 0.1 0.00
H -14.7036 10.1000 3.2933 0.1 0.2 0.1 0.00
H -14.3588 7.9575 3.1221 0.7 -0.2 -0.4 0.00
H -13.6542 9.1522 11.6950 0.4 -0.5 -0.4 0.00
H -14.1588 12.5106 6.3267 -0.1 0.0 -0.1 0.00
H -11.2551 9.8012 2.1430 0.2 0.7 -0.2 0.00
H -10.6249 5.1958 5.8604 -0.2 -0.1 -0.4 0.00
H -10.5405 7.5815 2.4083 0.4 -0.4 0.2 0.00
H -10.7113 11.9324 3.7750 0.1 0.2 0.5 0.00
H -17.1465 8.5145 4.2354 0.0 -0.2 -0.1 0.00
H -13.0179 11.6068 7.3605 0.1 -0.5 -0.5 0.00
H -15.9750 9.7351 6.0420 0.4 -0.4 0.5 -0.01
H -11.6988 4.8448 7.6809 -0.2 -0.1 0.1 0.00
H -15.0358 7.5493 4.4347 0.0 -0.6 0.9 0.00
H -9.6479 8.0540 5.2474 -0.7 0.3 0.1 -0.01
H -12.2541 10.7653 9.3729 -0.2 0.3 0.0 0.00
H -12.5477 10.5044 11.8489 -0.4 0.3 0.4 0.00
H -13.6723 8.1887 9.2309 0.3 -0.3 0.1 0.00
H -17.1595 10.0034 3.3087 -0.2 0.0 -0.1 0.00
H -12.3631 12.1995 4.5266 0.3 -0.6 0.4 0.00
H -14.1757 10.6549 11.0797 0.2 0.4 -0.3 0.00
H -10.5600 9.0540 9.1271 -0.1 0.2 -0.2 0.00
H -12.1722 11.6950 2.8727 -0.1 0.4 -0.3 0.00
H -12.5307 6.0948 8.6482 -0.3 0.3 -0.8 0.00

15
Properties=species:S:1:pos:R:3:forces:R:3:mulliken_charge:R:1 method="wB97M-V/def2-TZVPD" e_tot_ev=-6355.28053 e_above_lowest_kcal_mol=58.2 homo_energy_ev=-9.83 smiles="C=C.CCO"
O -0.7482 1.0293 -1.1223 0.2 -0.2 -0.8 -0.49
C -1.6157 -1.0746 -0.1208 -1.0 -1.1 0.5 -0.93
C 2.5578 0.6477 0.1891 -1.8 0.3 -1.2 -0.32
C -1.8762 0.2299 -0.8744 -1.5 -0.7 -0.6 -0.19
C 2.0746 0.1812 1.3442 0.4 -0.7 1.3 -0.36
H -2.2196 -0.1788 -1.8865 0.1 1.3 1.2 0.23
H -1.0255 -0.9657 0.8091 -0.8 0.1 0.0 0.22
H -0.2048 1.0990 -0.3484 0.2 0.0 0.8 0.23
H -2.5607 -1.7821 -0.0208 1.7 1.9 0.2 0.29
H 3.6335 0.8925 0.0757 -1.1 0.6 0.1 0.23
H -2.6507 0.8837 -0.3799 0.4 -0.9 -0.6 0.27
H 1.1856 -0.5308 1.4549 0.8 1.9 -0.2 0.16
H -0.9841 -1.6724 -0.7399 0.7 -0.4 -0.6 0.31
H 1.7737 0.8343 -0.6683 2.3 -1.1 1.1 0.13
H 2.6602 0.4068 2.2884 -0.5 -1.1 -1.1 0.21

15
Properties=species:S:1:pos:R:3:forces:R:3:mulliken_charge:R:1 method="wB97M-V/def2-TZVPD" e_tot_ev=-15589.71527 e_above_lowest_kcal_mol=55.0 homo_energy_ev=-13.24 charge=+1
S -1.3136 -0.0067 1.2015 0.8 -0.5 -1.1 -0.13
N -1.5154 0.1319 -2.2123 2.3 -2.8 1.7 -0.16
C -0.5067 0.6388 -1.5409 -1.4 0.5 -1.4 -0.26
C 0.3415 -0.8008 1.0494 2.0 1.3 -0.1 -0.83
C 1.5717 0.2083 1.0519 1.0 0.6 1.2 -0.83
H 1.2769 1.1694 0.6706 -0.3 0.6 0.0 0.31
H 0.3949 -1.5232 0.2486 -0.3 -0.1 -0.5 0.42
H -2.2478 0.5999 -2.6875 -0.6 1.0 -0.4 0.25
H 1.9850 0.3960 2.1175 -1.2 -0.3 -1.5 0.32
H 0.5950 -1.3570 1.9044 -0.6 -1.1 1.2 0.40
H 2.5408 0.0404 0.5154 -1.1 -0.9 0.0 0.32
H -1.3605 -0.1522 2.4916 -0.2 0.1 1.2 0.17
H -1.5960 -0.9706 -2.2119 0.1 3.0 -0.1 0.35
H 0.1255 -0.1557 -1.1256 0.1 1.0 0.0 0.36
H -0.2913 1.7816 -1.4726 -0.6 -2.3 -0.1 0.32

26
Properties=species:S:1:pos:R:3:forces:R:3:mulliken_spin:R:1 method="wB97M-V/def2-TZVPD" e_tot_ev=-35963.91412 e_above_lowest_kcal_mol=30.4 s_squared=2.019 homo_energy_ev="-11.15 / -12.57" charge=+1 spin_multiplicity=3
Pd 0.7235 0.1182 -0.2108 1.2 1.6 0.7 0.65
S 1.5809 0.2576 2.1122 -0.3 -0.3 0.0 0.20
O -0.4388 -2.5969 -0.4942 0.2 1.3 -0.2 0.29
O -2.2288 -0.5253 1.0516 0.2 0.1 -1.9 0.16
O 0.4617 0.0533 -3.3394 0.0 -0.4 3.2 0.02
O -0.5029 2.9462 -0.8197 1.0 -2.3 1.0 0.01
O 3.2752 -0.1525 -2.0086 -3.6 0.6 2.8 0.00
N -0.5593 0.8052 3.6104 0.1 0.0 -1.0 0.02
N -0.1002 -1.4478 3.3855 1.1 0.2 -0.4 0.03
C 0.1745 -0.1628 3.0559 -0.4 -0.1 0.9 0.01
C 2.3774 -0.0408 -1.2764 6.5 -1.1 -2.4 0.06
C -0.5944 -1.4284 -0.3580 -0.9 -4.0 1.5 0.24
C -0.4203 -1.8720 4.7633 -0.4 -0.2 -0.1 0.00
C -0.0956 1.9572 -0.4109 -1.7 3.4 -0.6 0.03
C 0.3616 -0.1348 -2.2042 -1.6 0.4 -5.7 0.20
C -1.9126 0.6422 4.1537 0.0 0.1 0.4 0.00
C -1.8074 -0.6247 -0.0955 -0.8 0.0 1.0 0.09
H -2.4435 -0.1535 3.6205 0.2 0.1 0.1 0.00
H -0.4019 -2.9681 4.7655 0.1 0.3 0.1 0.00
H -2.1312 -0.1888 -1.0639 -0.6 0.5 0.7 0.00
H -2.4596 1.5842 3.9984 0.3 -0.4 0.2 0.00
H 0.4995 -2.1080 2.8837 -0.3 0.4 0.3 0.00
H -1.8390 0.4059 5.2312 -0.3 0.3 -0.5 0.00
H -0.3001 1.7368 3.3003 0.0 -0.3 0.3 0.00
H -1.4435 -1.5725 5.0137 0.4 -0.2 0.1 0.00
H 0.3097 -1.4737 5.4958 -0.4 -0.2 -0.4 0.00

16
Properties=species:S:1:pos:R:3:forces:R:3:mulliken_spin:R:1 method="wB97M-V/def2-TZVPD" e_tot_ev=-11906.49836 e_above_lowest_kcal_mol=57.0 s_squared=0.757 homo_energy_ev="-9.92 / -9.91" spin_multiplicity=2
O 0.2705 0.0078 2.8729 -0.6 0.6 0.0 0.00
O -0.4138 -1.1929 -1.9193 0.5 0.5 1.1 0.75
O -0.7356 1.3117 -1.3504 -1.5 -4.2 -1.3 0.12
N -0.4669 -0.2692 0.7791 -2.0 1.7 -3.0 0.01
C -0.6650 -0.0335 2.0865 1.6 -1.5 1.8 0.00
C 0.7714 0.0031 -0.0279 -1.0 -1.7 0.6 -0.01
C 0.7391 -1.1441 -1.1262 0.2 -1.5 0.1 0.00
C 0.5627 1.2754 -0.8348 -0.7 1.5 0.3 0.01
H -1.3074 0.0716 0.1907 1.7 -0.9 1.3 0.00
H 0.7572 -2.2458 -0.6479 0.1 2.2 -0.7 0.11
H 1.5726 -1.0565 -1.8515 0.1 -0.2 0.6 0.03
H 0.5700 2.2131 -0.2359 0.9 -0.6 -0.1 0.02
H -0.8765 0.1823 -1.6800 0.0 3.5 0.5 -0.03
H 1.1648 1.3144 -1.7319 1.3 0.2 0.3 0.00
H -1.7121 -0.1794 2.4613 0.4 0.6 -0.6 0.00
H 1.6820 -0.0333 0.6313 -0.9 0.0 -0.8 -0.01